Entry 1:
{
  "formula": "C22H54Cl2NO8P",
  "method": "the ωB97M-V functional and the def2-TZVPD basis",
  "relative_energy_kcal_mol": 76.0,
  "largest_force_ev_per_a": 5.75,
  "total_energy_ev": -75882.6995,
  "homo_energy_ev": -8.81,
  "mol_weight_g_mol": 562.55,
  "charge": 0,
  "elements": ["C", "C", "Cl", "C", "Cl", "P", "C", "C", "C", "N", "H", "H", "H", "H", "H", "H", "H", "H", "H", "H", "H", "H", "H", "H", "C", "O", "C", "C", "O", "C", "H", "H", "H", "H", "H", "H", "H", "H", "H", "H", "C", "O", "C", "C", "O", "C", "H", "H", "H", "H", "H", "H", "H", "H", "H", "H", "C", "O", "C", "C", "O", "C", "H", "H", "H", "H", "H", "H", "H", "H", "H", "H", "C", "O", "C", "C", "O", "C", "H", "H", "H", "H", "H", "H", "H", "H", "H", "H"],
  "coordinates": [[-2.002, 2.099, 4.843], [-0.356, 2.180, 4.574], [0.644, 3.367, 5.589], [0.298, 1.327, 3.544], [-0.826, 0.200, 2.535], [2.162, 1.262, 3.129], [4.023, 0.992, 2.695], [4.694, -0.321, 3.411], [4.187, -0.612, 4.944], [3.026, -1.578, 5.062], [-2.634, 2.452, 3.922], [-2.273, 2.733, 5.790], [-2.252, 0.970, 5.121], [1.952, -0.130, 2.707], [2.065, 2.303, 2.109], [2.581, 1.624, 4.459], [4.040, 0.784, 1.520], [4.611, 1.996, 2.852], [5.865, -0.113, 3.484], [4.579, -1.325, 2.791], [3.989, 0.384, 5.572], [5.105, -1.135, 5.501], [2.736, -1.642, 6.082], [2.167, -1.244, 4.572], [1.303, -0.265, -0.559], [2.462, -1.091, -0.540], [2.339, -2.176, 0.384], [2.003, -3.486, -0.337], [0.696, -3.439, -0.918], [0.738, -3.191, -2.319], [1.357, 0.383, -1.438], [0.382, -0.852, -0.619], [1.283, 0.363, 0.338], [1.594, -1.950, 1.156], [3.310, -2.286, 0.877], [1.997, -4.299, 0.396], [2.759, -3.723, -1.095], [1.050, -4.099, -2.845], [1.410, -2.369, -2.571], [-0.271, -2.925, -2.650], [-1.256, 3.513, 0.754], [-2.145, 4.493, 1.279], [-2.441, 5.520, 0.328], [-3.817, 5.307, -0.312], [-3.835, 4.132, -1.127], [-4.456, 3.031, -0.473], [-1.264, 2.649, 1.424], [-1.556, 3.180, -0.243], [-0.240, 3.919, 0.718], [-1.658, 5.583, -0.437], [-2.452, 6.468, 0.876], [-4.034, 6.155, -0.970], [-4.604, 5.265, 0.452], [-5.543, 3.170, -0.470], [-4.098, 2.906, 0.551], [-4.222, 2.121, -1.034], [-5.102, -1.103, -0.905], [-5.912, -0.080, -1.473], [-6.637, -0.535, -2.619], [-8.099, -0.835, -2.271], [-8.203, -1.955, -1.387], [-8.422, -1.558, -0.037], [-4.775, -0.773, 0.085], [-5.650, -2.043, -0.792], [-4.219, -1.264, -1.531], [-6.152, -1.411, -3.066], [-6.610, 0.275, -3.355], [-8.631, -1.102, -3.190], [-8.590, 0.048, -1.843], [-9.460, -1.233, 0.087], [-7.745, -0.759, 0.270], [-8.248, -2.425, 0.607], [4.264, -3.169, -5.042], [4.034, -1.912, -4.417], [4.397, -1.919, -3.033], [5.754, -1.243, -2.809], [6.814, -1.999, -3.400], [7.241, -1.450, -4.643], [4.202, -3.031, -6.125], [5.251, -3.572, -4.801], [3.490, -3.880, -4.734], [4.396, -2.941, -2.634], [3.628, -1.350, -2.499], [5.952, -1.202, -1.733], [5.748, -0.214, -3.189], [7.843, -0.553, -4.462], [6.399, -1.204, -5.293], [7.864, -2.192, -5.150]]
}



Entry 2:
{
  "formula": "C4H6Br2Si",
  "method": "the ωB97M-V functional and the def2-TZVPD basis",
  "relative_energy_kcal_mol": 79.9,
  "largest_force_ev_per_a": 5.53,
  "total_energy_ev": -152205.1209,
  "homo_energy_ev": [-8.24, -9.02],
  "mol_weight_g_mol": 241.99,
  "charge": 0,
  "elements": ["C", "C", "C", "C", "Si", "Br", "Br", "H", "H", "H", "H", "H", "H"],
  "coordinates": [[-1.546, 1.212, 1.795], [0.235, -2.549, -1.543], [-0.902, 1.595, 0.700], [0.800, -1.396, -1.754], [0.886, 0.902, 0.287], [2.333, 2.537, -0.549], [1.855, 0.225, 2.203], [-2.445, 1.692, 1.955], [-1.150, 0.595, 2.492], [0.076, -3.399, -2.366], [-0.257, -2.699, -0.630], [-1.160, 2.296, 0.046], [1.275, -1.010, -2.636]]
}



Entry 3:
{
  "formula": "C9H9BrClN3",
  "method": "the ωB97M-V functional and the def2-TZVPD basis",
  "relative_energy_kcal_mol": 0.5,
  "largest_force_ev_per_a": 4.37,
  "total_energy_ev": -96512.0946,
  "homo_energy_ev": -8.88,
  "mol_weight_g_mol": 274.55,
  "charge": 0,
  "elements": ["Cl", "C", "C", "C", "C", "C", "N", "C", "N", "C", "N", "C", "C", "Br", "H", "H", "H", "H", "H", "H", "H", "H", "H"],
  "coordinates": [[2.431, -1.023, -0.606], [0.879, -1.897, -0.557], [0.464, -1.882, -1.938], [-0.208, -0.897, -2.448], [-0.629, 0.212, -1.577], [-0.281, 0.162, -0.262], [-0.496, 1.371, 0.387], [-0.093, 2.599, -0.086], [-0.434, 3.548, 0.737], [-1.060, 2.840, 1.744], [-1.139, 1.568, 1.552], [-0.025, -1.120, 0.490], [0.530, -0.935, 1.829], [0.198, -2.612, 2.892], [1.146, -2.977, -0.274], [0.813, -2.632, -2.585], [-0.714, -0.930, -3.367], [-0.969, 1.144, -1.921], [0.417, 2.582, -1.054], [-1.494, 3.392, 2.505], [-1.038, -1.611, 0.284], [0.062, -0.195, 2.516], [1.638, -0.707, 1.737]]
}



Entry 4:
{
  "formula": "C35H34N7ORuS3",
  "method": "the ωB97M-V functional and the def2-TZVPD basis",
  "relative_energy_kcal_mol": 42.6,
  "s_squared": 0.760,
  "largest_force_ev_per_a": 0.51,
  "spin_multiplicity": 2,
  "total_energy_ev": -84412.1729,
  "homo_energy_ev": [-6.02, -6.12],
  "mol_weight_g_mol": 765.98,
  "charge": 0,
  "elements": ["Ru", "C", "C", "N", "N", "C", "S", "S", "C", "C", "C", "C", "C", "C", "C", "C", "C", "C", "C", "C", "C", "O", "H", "H", "H", "H", "H", "H", "H", "H", "H", "H", "H", "H", "H", "H", "S", "C", "C", "C", "C", "C", "C", "N", "C", "C", "C", "C", "C", "C", "C", "H", "H", "H", "H", "H", "H", "H", "H", "C", "N", "C", "N", "C", "N", "C", "N", "C", "C", "H", "H", "H", "H", "H", "H", "H", "H", "H", "H", "H", "H"],
  "coordinates": [[0.307, 0.403, 0.187], [4.037, -1.215, -1.559], [2.784, -1.151, -0.720], [2.226, -0.022, -0.412], [3.079, 1.039, -0.814], [2.550, 2.209, -0.752], [0.982, 2.589, -0.221], [3.573, 3.548, -1.343], [4.010, 2.820, -2.958], [2.793, 2.537, -3.790], [2.166, 1.296, -3.733], [1.001, 1.059, -4.450], [0.451, 2.059, -5.237], [1.073, 3.300, -5.305], [2.232, 3.534, -4.583], [2.311, -2.453, -0.188], [3.306, -3.335, 0.245], [3.022, -4.596, 0.736], [1.705, -5.022, 0.765], [0.694, -4.176, 0.342], [0.992, -2.891, -0.103], [-0.011, -2.010, -0.501], [3.955, -0.544, -2.410], [4.202, -2.228, -1.918], [4.910, -0.883, -0.992], [4.597, 1.922, -2.779], [4.648, 3.567, -3.433], [2.583, 0.516, -3.107], [0.522, 0.090, -4.387], [-0.459, 1.876, -5.794], [0.651, 4.086, -5.917], [2.706, 4.509, -4.625], [4.337, -3.010, 0.206], [3.821, -5.240, 1.075], [1.453, -6.013, 1.116], [-0.326, -4.527, 0.363], [-0.827, -2.360, 3.868], [0.431, -1.247, 4.277], [1.027, -1.016, 5.517], [2.022, -0.065, 5.585], [2.421, 0.650, 4.447], [1.831, 0.426, 3.222], [0.826, -0.539, 3.142], [0.132, -0.877, 1.976], [-0.742, -1.808, 2.217], [-1.654, -2.365, 1.205], [-2.925, -2.821, 1.547], [-3.814, -3.243, 0.571], [-3.443, -3.215, -0.767], [-2.167, -2.802, -1.124], [-1.288, -2.393, -0.140], [0.719, -1.566, 6.396], [2.502, 0.134, 6.534], [3.202, 1.394, 4.533], [2.102, 0.974, 2.328], [-3.240, -2.803, 2.583], [-4.803, -3.574, 0.856], [-4.140, -3.528, -1.533], [-1.831, -2.797, -2.153], [-1.772, 2.299, 1.437], [-1.809, 1.162, 0.460], [-2.222, 1.720, -0.868], [-3.491, 2.432, -0.800], [-3.362, 3.519, 0.175], [-3.037, 3.017, 1.513], [-4.081, 2.085, 1.926], [-4.207, 0.968, 0.989], [-2.924, 0.284, 0.906], [-4.523, 1.512, -0.333], [-0.988, 2.991, 1.146], [-1.524, 1.883, 2.416], [-2.308, 0.883, -1.564], [-1.441, 2.388, -1.222], [-4.304, 4.068, 0.221], [-2.571, 4.196, -0.152], [-5.036, 2.612, 1.978], [-3.840, 1.695, 2.917], [-3.019, -0.538, 0.198], [-2.671, -0.107, 1.892], [-5.478, 2.038, -0.279], [-4.615, 0.688, -1.044]]
}



Entry 5:
{
  "formula": "C10H30O5",
  "method": "the ωB97M-V functional and the def2-TZVPD basis",
  "relative_energy_kcal_mol": 15.9,
  "s_squared": 0.750,
  "largest_force_ev_per_a": 2.58,
  "spin_multiplicity": 2,
  "total_energy_ev": -21090.5711,
  "homo_energy_ev": [0.91, -6.97],
  "mol_weight_g_mol": 230.35,
  "charge": -1,
  "elements": ["C", "C", "O", "H", "H", "H", "H", "H", "H", "C", "C", "O", "H", "H", "H", "H", "H", "H", "C", "C", "O", "H", "H", "H", "H", "H", "H", "C", "C", "O", "H", "H", "H", "H", "H", "H", "C", "C", "O", "H", "H", "H", "H", "H", "H"],
  "coordinates": [[2.635, 4.145, 2.177], [2.336, 2.937, 1.340], [0.907, 2.846, 1.180], [2.546, 3.971, 3.250], [1.884, 4.909, 1.978], [3.629, 4.568, 2.028], [2.916, 2.103, 1.734], [2.815, 3.100, 0.374], [0.730, 1.944, 0.906], [-1.095, -0.489, 0.607], [0.032, -0.342, -0.395], [1.150, 0.277, 0.176], [-0.852, -1.124, 1.459], [-1.931, -0.899, 0.041], [-1.484, 0.360, 1.169], [-0.283, 0.309, -1.211], [0.286, -1.338, -0.756], [1.793, 0.448, -0.517], [0.011, -3.473, 2.879], [0.682, -4.053, 4.120], [0.680, -3.070, 5.077], [-1.008, -3.086, 2.857], [0.013, -4.372, 2.262], [0.502, -2.595, 2.458], [1.651, -4.549, 4.057], [0.062, -4.860, 4.510], [-0.244, -2.981, 5.321], [3.108, 1.067, -4.025], [3.481, 1.564, -2.605], [2.989, 0.500, -1.750], [3.043, 1.901, -4.724], [2.122, 0.606, -3.967], [3.790, 0.377, -4.521], [2.982, 2.469, -2.257], [4.552, 1.729, -2.487], [3.684, -0.152, -1.869], [-5.066, -1.193, -1.894], [-6.051, -0.110, -2.200], [-5.625, 0.663, -3.324], [-4.189, -0.719, -1.454], [-4.774, -1.669, -2.830], [-5.552, -1.913, -1.235], [-6.113, 0.606, -1.381], [-7.032, -0.498, -2.471], [-5.713, 0.085, -4.086]]
}



Entry 6:
{
  "formula": "C5H28Fe2O13",
  "method": "the ωB97M-V functional and the def2-TZVPD basis",
  "s_squared": 20.011,
  "largest_force_ev_per_a": 1.59,
  "spin_multiplicity": 9,
  "total_energy_ev": -101018.0359,
  "homo_energy_ev": [-15.10, -15.10],
  "mol_weight_g_mol": 407.96,
  "charge": 2,
  "elements": ["Fe", "Fe", "C", "O", "O", "O", "C", "O", "H", "H", "H", "H", "C", "O", "H", "H", "H", "H", "C", "C", "O", "H", "H", "H", "H", "H", "H", "O", "H", "H", "O", "H", "H", "O", "H", "H", "O", "H", "H", "O", "H", "H", "O", "H", "H", "O", "H", "H"],
  "coordinates": [[-30.838, 9.970, -29.649], [-35.746, 11.806, -28.535], [-33.008, 10.541, -28.574], [-32.147, 9.672, -28.136], [-32.590, 11.164, -29.652], [-34.033, 10.894, -27.974], [-32.088, 12.997, -26.223], [-31.266, 14.132, -26.372], [-33.088, 13.201, -26.615], [-31.656, 12.181, -26.832], [-32.111, 12.572, -25.223], [-31.067, 14.153, -27.316], [-30.722, 9.496, -24.624], [-30.430, 10.031, -25.904], [-29.827, 9.599, -24.021], [-31.549, 10.016, -24.125], [-31.004, 8.440, -24.681], [-31.101, 9.780, -26.545], [-31.675, 16.173, -29.974], [-31.709, 14.738, -30.425], [-31.945, 13.868, -29.266], [-31.558, 16.810, -30.854], [-30.815, 16.355, -29.333], [-32.588, 16.479, -29.466], [-30.753, 14.457, -30.876], [-32.489, 14.539, -31.169], [-32.158, 12.975, -29.589], [-36.755, 9.957, -28.357], [-37.683, 9.763, -28.170], [-36.367, 9.135, -28.687], [-36.000, 12.334, -26.464], [-36.649, 12.909, -26.041], [-35.398, 12.043, -25.767], [-29.634, 11.172, -28.554], [-30.051, 11.459, -27.715], [-28.694, 11.058, -28.343], [-35.589, 11.347, -30.620], [-34.814, 10.999, -31.094], [-36.275, 11.463, -31.290], [-33.049, 11.233, -32.302], [-32.938, 11.995, -32.881], [-32.855, 11.549, -31.407], [-34.755, 13.636, -28.691], [-33.800, 13.796, -28.895], [-35.201, 14.484, -28.804], [-33.142, 7.122, -27.351], [-33.215, 6.841, -26.434], [-32.861, 8.044, -27.338]]
}



Please write out number 2 again, unchanged.
{
  "formula": "C4H6Br2Si",
  "method": "the ωB97M-V functional and the def2-TZVPD basis",
  "relative_energy_kcal_mol": 79.9,
  "largest_force_ev_per_a": 5.53,
  "total_energy_ev": -152205.1209,
  "homo_energy_ev": [-8.24, -9.02],
  "mol_weight_g_mol": 241.99,
  "charge": 0,
  "elements": ["C", "C", "C", "C", "Si", "Br", "Br", "H", "H", "H", "H", "H", "H"],
  "coordinates": [[-1.546, 1.212, 1.795], [0.235, -2.549, -1.543], [-0.902, 1.595, 0.700], [0.800, -1.396, -1.754], [0.886, 0.902, 0.287], [2.333, 2.537, -0.549], [1.855, 0.225, 2.203], [-2.445, 1.692, 1.955], [-1.150, 0.595, 2.492], [0.076, -3.399, -2.366], [-0.257, -2.699, -0.630], [-1.160, 2.296, 0.046], [1.275, -1.010, -2.636]]
}